No. 1
Entry from the OMol25 dataset: C29H18ClIN5NaO2 as an isolated structure (wB97M-V/def2-TZVPD).

- LUMO level (eV) = -0.41
- M (g mol⁻¹) = 653.84
- HOMO-LUMO gap (eV) = 6.050
- E_tot (Eh) = -2460.5084

The geometry in XYZ format:
```
57
Properties=species:S:1:pos:R:3:forces:R:3
H -2.86869 -6.11079 -3.14825 0.0037 -0.0040 -0.0015
H 2.40950 0.59033 -3.47769 -0.0092 -0.0079 0.0042
C -0.82070 -0.49496 -1.12393 0.0677 0.0376 -0.0307
N 1.55521 3.54901 2.59258 0.0344 0.0298 0.0479
H -0.79986 4.40939 7.17979 0.0091 -0.0080 0.0057
H -2.35591 -8.35800 -3.22939 0.0036 0.0002 0.0023
Cl 1.31893 2.61172 7.66660 0.0109 -0.0176 0.0315
C 0.97363 3.77566 3.79927 0.0200 -0.0294 0.0651
I -2.40920 6.12501 5.20366 -0.0055 0.0072 -0.0137
C -2.37339 0.28032 0.67345 -0.0396 0.0191 0.0362
H -2.38374 3.36227 2.05973 0.0086 0.0027 -0.0052
H 3.94474 1.37900 3.49489 -0.0010 -0.0032 0.0138
Na 0.28124 4.61523 0.88022 0.0233 0.0551 0.0235
C 0.91585 1.03494 -1.97966 0.0050 -0.0072 -0.0022
H -2.83890 -7.69735 -4.81465 0.0029 0.0035 -0.0031
C -0.48829 -2.28695 -2.23025 0.0157 0.0635 0.0418
C 2.06918 3.49425 -1.80404 -0.0229 -0.0123 0.0162
C -0.58327 -3.64091 -2.77666 0.0171 -0.0242 -0.0137
C 3.10341 2.04659 3.62230 -0.0103 -0.0137 0.0639
N 1.03269 3.24305 -1.02674 0.0025 -0.0208 -0.0582
H 2.99451 2.56300 1.52656 -0.0024 0.0129 -0.0019
C -1.78975 -4.32400 -2.70829 -0.0095 -0.0061 0.0177
C 0.51490 -4.27589 -3.36061 -0.0054 0.0010 -0.0050
O -0.55448 5.29280 2.76658 -0.0192 -0.0167 -0.0191
H 2.51840 4.47702 -1.71096 -0.0074 0.0020 0.0024
C -0.75308 4.86821 5.08091 0.0092 -0.0296 0.0779
C -2.10911 2.53193 1.41694 0.0193 0.0050 -0.0289
H 1.48109 -3.78525 -3.38993 -0.0061 0.0003 -0.0059
C -2.04219 -8.20358 -4.26444 -0.0115 -0.0056 0.0027
C 1.43707 3.12971 4.97491 -0.0345 0.0075 0.0334
C -0.29583 4.23022 6.23953 -0.0231 0.0239 -0.0308
H -2.85116 -0.69036 0.69481 0.0099 -0.0036 -0.0103
H -2.63961 -3.83654 -2.24942 0.0046 -0.0010 -0.0013
H 2.91283 1.75451 5.72988 0.0081 -0.0072 -0.0068
O -0.82871 -7.47474 -4.32987 0.0020 -0.0070 0.0020
H -3.57075 1.16745 2.21485 0.0016 0.0018 -0.0005
C 0.77623 3.38512 6.20009 -0.0059 0.0296 -0.0914
C -0.15881 4.70867 3.82077 0.0042 -0.0110 -0.0921
N 0.44943 -1.38337 -2.65787 -0.0061 -0.0460 -0.0792
C -2.76830 1.29951 1.50266 -0.0031 -0.0417 -0.0173
C -1.91497 -5.60875 -3.21499 0.0013 -0.0086 0.0029
C -0.70148 1.76161 -0.22551 -0.0495 -0.0200 0.0279
C 0.40309 -5.55115 -3.87091 0.0177 -0.0354 -0.0119
C 2.53588 2.25403 4.84791 0.0367 -0.0169 -0.0410
H 3.45034 2.83759 -3.31856 -0.0032 -0.0023 0.0003
C 0.44226 2.03309 -1.10178 0.0448 0.0049 -0.0332
C 2.59809 2.57155 -2.70930 0.0153 -0.0207 -0.0128
N -1.26200 -1.78101 -1.29948 -0.0472 -0.0420 -0.0182
C 2.01640 1.33204 -2.79280 0.0128 0.0316 -0.0031
C -1.31590 0.50024 -0.21823 0.0187 0.0108 -0.0125
C 0.23586 -0.21979 -1.95746 -0.0475 0.0167 0.0765
C 2.56909 2.71997 2.51415 -0.0305 0.0197 -0.0618
H -1.84098 -9.16517 -4.72679 0.0054 -0.0004 -0.0015
N -1.12022 2.75563 0.57450 -0.0314 0.0275 0.0899
C -0.81477 -6.22752 -3.80236 -0.0279 0.0468 0.0011
H 1.06485 -1.51799 -3.44027 0.0208 -0.0032 0.0241
H 1.24934 -6.05662 -4.31644 0.0029 0.0129 0.0033
```
Forces are in eV/Å.

---

No. 2
Entry from the OMol25 dataset: C29H18F5GdN4O7S as an isolated structure in a non-equilibrium geometry (wB97M-V/def2-TZVPD).

- LUMO level (spin up / spin down) (eV) = -0.98 / -0.95
- relative energy (zero: lowest compared OMol25 entry of this formula, charge and spin) (eV) = 0.0000
- spin multiplicity = 8
- M (g mol⁻¹) = 818.79
- HOMO-LUMO gap (spin up / spin down) (eV) = 7.173 / 7.229
- E_tot (Eh) = -3524.9996

The geometry in XYZ format:
```
65
Properties=species:S:1:pos:R:3:forces:R:3
H -3.70239 -3.87330 -0.00544 0.0149 -0.0368 -0.0176
F 0.82745 -3.66256 -4.91042 -0.0076 -0.0896 -0.0322
C -0.21848 2.92920 -0.11190 0.0892 -0.1759 -0.0196
H 1.06922 0.26358 3.10642 -0.0960 -0.0644 0.1256
H -3.98860 3.37783 -0.45193 -0.0112 0.0386 0.0065
C 0.50834 -1.68849 -3.66865 0.2035 0.0733 -0.3819
H -2.53516 5.39394 -0.10135 0.0403 0.0186 0.0005
H -2.90113 1.13972 -0.54898 -0.0175 0.0046 0.0022
N -0.13318 6.60534 0.23323 0.2113 -0.0410 -0.0270
O -2.74758 -1.40407 2.87904 -0.0357 -0.0200 -0.0877
C 0.98582 -4.00626 2.71485 0.0647 -0.1170 -0.1594
C 2.13503 -0.33156 -5.41823 -0.1230 -0.1234 0.1084
H -2.07499 -3.81414 0.72581 0.0250 0.0512 0.0186
N -1.00630 1.86283 -0.29107 -0.0284 -0.0206 0.0565
C 0.95695 -3.10844 4.92610 -0.0126 -0.0357 0.0224
C 2.12918 3.73913 0.13253 -0.1432 0.2707 -0.0067
H -5.02039 -1.49925 1.43392 0.0298 -0.0376 0.0169
F -0.28081 -2.36643 -2.80288 -0.0433 0.1282 0.1055
H 4.19879 4.28606 0.27213 -0.0130 0.0238 0.0039
N 1.65165 1.40041 -0.07842 0.0125 0.0583 0.1991
C -2.91691 3.29285 -0.34842 0.1554 -0.0052 0.0161
C -3.08233 -1.90242 0.58187 -0.0888 0.2944 -0.1558
F 1.83368 1.63440 -4.18505 -0.0268 0.1231 0.0979
C -2.31362 2.03838 -0.40530 0.0872 0.0831 0.0041
H 4.96052 1.89807 0.10745 0.0078 0.0256 0.0005
C 1.06859 -2.36340 -4.73414 0.1091 0.1809 -0.0661
C 3.91310 2.16201 0.08266 -0.0500 0.0300 0.0101
C 1.20283 -2.74032 2.17680 0.0177 -0.4483 0.3113
C -3.08420 -3.40597 0.76540 -0.0907 -0.0043 0.0208
H -4.48070 -0.26971 0.29054 0.0468 0.0388 0.0099
H -2.33999 -2.31497 -1.21866 -0.0673 -0.0530 -0.0612
C 1.88925 -1.68119 -5.62172 -0.1226 0.0186 0.1886
F 2.44012 -2.32025 -6.65727 0.0489 -0.0482 -0.0852
H 1.16855 -0.97777 5.07312 0.0039 0.0203 0.0075
C -2.11447 4.39861 -0.15643 -0.2849 -0.0811 -0.0346
C 1.13140 -2.51321 0.71122 -0.0001 0.2745 -0.2257
O 0.12747 -2.92515 0.06945 0.0555 -0.3997 0.3839
H 0.85791 -3.23992 5.99533 -0.0046 -0.0026 0.0104
C -4.49613 -1.33997 0.49337 -0.0676 -0.1245 -0.0220
N 2.30351 6.19258 0.36571 -0.2097 0.0202 -0.0483
H 0.73310 -5.19978 4.47442 -0.0049 -0.0170 0.0093
C 1.58380 5.09000 0.21470 0.5506 -0.1680 0.0459
C 1.23507 2.67774 -0.00739 -0.1216 -0.1131 -0.1526
O 1.89377 -1.65019 0.15802 0.1974 -0.2358 0.3877
F 2.92936 0.32581 -6.26345 0.0640 0.0435 -0.0734
S 1.25385 7.42367 0.39703 -0.0401 -0.1607 0.0256
Gd -0.06168 -0.57405 -0.36874 -0.2685 1.1260 -0.7949
C -2.35641 -1.20353 1.74535 0.1934 0.1002 0.2298
O -2.38880 -1.53681 -0.65167 0.2304 -0.0636 -0.0545
H 3.23545 0.10958 -0.06288 0.0346 0.0136 -0.0033
C 0.72495 -0.32410 -3.44263 -0.2188 0.1311 0.4245
C 2.95607 1.15446 -0.03060 -0.1611 0.0354 0.0538
C 0.19687 5.32558 0.13932 -0.5564 -0.0091 -0.0243
H -5.04365 -1.83356 -0.31167 -0.0057 0.0028 0.0007
C 1.26741 -1.64966 3.04442 0.0525 0.1502 -0.1141
C 1.13811 -1.83682 4.41451 0.0258 -0.0166 -0.0538
H 0.89406 -4.84524 2.03625 -0.0162 0.0160 -0.0225
O 1.42095 -0.39992 2.50477 0.0428 -0.0182 -0.1064
H -3.52119 -3.62522 1.73790 0.0239 -0.0497 0.0017
O -1.38781 -0.41168 1.40796 -0.0436 -0.0853 0.0987
C 1.56606 0.33494 -4.34663 0.0192 -0.3452 -0.2064
O 0.16870 0.29558 -2.42327 -0.1111 -0.2958 0.0078
C -0.74028 4.22275 -0.03787 0.2738 0.1701 0.0197
C 3.49485 3.47078 0.17363 0.1319 -0.1764 -0.0158
C 0.88538 -4.20649 4.07781 0.0287 0.1175 0.0209
```
Forces are in eV/Å.

---

No. 3
Entry from the OMol25 dataset: C29H19BrF4N5O4PSeTi as an isolated structure (wB97M-V/def2-TZVPD).

- LUMO level (eV) = -7.72
- total charge = +2
- M (g mol⁻¹) = 815.20
- HOMO-LUMO gap (eV) = 6.926
- E_tot (Eh) = -8256.5823

The geometry in XYZ format:
```
65
Properties=species:S:1:pos:R:3:forces:R:3
N 0.22274 0.29142 1.97194 0.1264 0.1058 0.2026
H -2.13910 0.32430 2.70021 0.0517 0.0073 -0.0376
C 0.69424 0.50928 3.05745 0.0206 0.0988 0.1459
C -3.04539 -0.26317 2.67852 -0.0218 0.0376 0.0569
C -3.26803 -3.65149 -3.26495 -0.0064 -0.0056 0.0109
H -0.72870 -3.02013 -0.62895 0.0595 -0.0025 0.0144
C 0.24980 -4.51489 0.51764 0.0511 0.1779 -0.0441
C -5.40856 -1.72209 2.64951 0.0266 0.0158 -0.0115
C -4.62716 1.07504 -1.08906 -0.0175 0.1503 -0.0691
H -5.52140 -1.28077 4.74259 -0.0051 0.0003 0.0233
H -3.23901 -3.38888 0.10782 0.0068 0.0486 -0.0296
O 5.84903 1.00134 -2.46924 -0.0092 -0.0061 0.0245
C -3.00769 -2.33151 -3.60582 0.0038 0.0025 0.0626
H -2.62460 -0.35692 -2.89214 -0.0027 -0.0032 0.0152
C -4.48639 3.38599 -1.70653 0.0902 -0.0357 0.0337
Ti 0.01796 -0.27838 0.18793 -0.0301 -0.1694 -0.1087
C 1.26077 -4.77620 1.47010 0.0474 -0.1144 0.0752
C -3.14189 3.38449 -1.34213 -0.2247 -0.1414 -0.0298
N 1.93518 0.58734 -0.21251 0.0556 0.0606 0.1476
H 2.75086 -3.79122 2.71935 0.0108 -0.0269 0.0243
Se 1.36803 0.80173 4.59061 0.0051 0.0002 -0.0288
C -3.77500 -0.42025 3.84573 -0.0145 -0.0388 -0.0353
H -6.33391 -2.28069 2.63534 -0.0141 -0.0103 0.0073
O 0.26112 -0.54211 -1.64038 0.3958 -0.0682 -0.3037
H -3.41538 -4.38849 -4.04183 -0.0039 -0.0237 -0.0131
C -2.83165 -1.38292 -2.61179 0.0275 -0.0353 -0.0600
C 1.62885 -2.40809 1.58370 0.0235 0.0110 0.0639
H -0.31432 -5.31725 0.06499 -0.0047 -0.0399 -0.0090
C 2.41106 0.27923 -1.42051 0.0776 0.0501 -0.1996
C -4.69227 -1.55841 1.47587 -0.0412 -0.0166 -0.0159
C -2.56758 2.22423 -0.85962 -0.1052 0.1461 -0.0511
H 2.81664 1.53924 1.37255 0.0349 -0.0058 -0.0214
H 1.07093 -6.81267 1.47846 -0.0095 0.0207 0.0027
C -2.92176 -1.75114 -1.26854 -0.0294 0.0545 -0.1289
H -2.94623 -2.03823 -4.64398 0.0049 0.0019 -0.0275
F -5.37624 -0.01655 -0.99756 0.0006 -0.0633 0.0437
H 2.13796 -1.54427 1.99305 -0.0109 -0.0765 -0.0131
F -5.04192 4.47990 -2.16998 0.0125 0.0179 -0.0019
H -5.07931 -1.97535 0.55656 0.0218 0.0014 0.0120
H 2.28995 -6.19732 2.51891 -0.0126 0.0142 0.0011
N 2.94843 1.19077 0.43246 -0.2011 -0.0170 -0.0030
C -3.49731 -0.83377 1.48802 -0.1052 -0.0342 0.0361
O 1.63695 -0.76506 -3.42032 0.0833 0.0654 0.0671
H -3.56365 -5.05124 -1.66589 -0.0042 -0.0278 0.0080
N 0.66694 -2.15855 0.65462 -0.2378 -0.0166 0.1322
C 4.75040 0.57242 -2.66105 0.0726 -0.0071 -0.2436
N 1.54796 -6.01424 1.86360 0.0125 -0.0253 -0.0276
C -4.95158 -1.15588 3.83235 0.0063 0.0062 -0.0073
F -2.44126 4.49739 -1.47246 0.0682 0.0113 0.0125
H 3.45338 -0.30194 -3.78792 -0.0242 -0.0244 -0.1092
Br -0.73679 2.35190 -0.42040 0.1758 -0.0790 0.1010
O 4.38017 -0.00034 -3.80198 -0.0599 0.0438 0.2427
C -5.23013 2.22407 -1.58372 0.0657 -0.0391 0.0285
C -3.28882 1.04232 -0.71155 -0.1737 0.1091 -0.1045
C 3.73240 0.68288 -1.56386 0.1282 0.1046 0.1867
F -6.49740 2.21023 -1.93620 -0.0139 -0.0103 0.0069
C -3.34726 -4.02539 -1.92955 -0.0011 0.0222 -0.0459
C 4.03470 1.27743 -0.34320 -0.0855 -0.0911 0.0042
H 4.95106 1.73626 -0.00874 0.0356 0.0062 -0.0235
C 0.00967 -3.22921 0.13668 0.0745 -0.0627 -0.1800
P -2.60011 -0.48495 -0.02821 0.3266 0.0107 0.0448
C 1.96160 -3.66149 1.99309 -0.0738 0.1395 -0.0736
C -3.17053 -3.08181 -0.92999 -0.0320 -0.0391 0.1246
C 1.43314 -0.39623 -2.30252 -0.6332 -0.1883 0.0669
H -3.42606 0.03440 4.76196 0.0050 0.0030 0.0281
```
Forces are in eV/Å.